# 1
Below is C10H30FeNO13 as an isolated structure in a non-equilibrium geometry, with properties calculated with the ωB97M-V functional and the def2-TZVPD basis.

```
55
Properties=species:S:1:pos:R:3:nbo_charge:R:1
Fe -1.2810 -1.1196 -0.9331 1.66
N 0.0018 0.7572 1.3189 0.73
O 1.0983 1.2141 1.0520 -0.38
O -0.4367 0.5869 2.4553 -0.43
O -0.7366 0.3362 0.3269 -0.76
C 0.4747 3.1739 -2.8612 -0.08
C 1.7391 2.9902 -2.0000 -0.09
O 2.7937 2.3767 -2.7249 -0.68
O 0.7065 3.9221 -4.0336 -0.72
H -0.2289 3.6925 -2.2028 0.16
H 0.1570 2.1735 -3.1653 0.13
H 1.5180 2.3715 -1.1257 0.18
H 2.0383 3.9996 -1.7200 0.18
H 2.4194 1.5747 -3.1021 0.44
H 0.6442 4.8677 -3.8802 0.48
C -3.9276 0.2072 1.6901 -0.11
C -4.1191 -0.6751 0.4578 -0.10
O -2.9119 -1.4494 0.3045 -0.81
O -3.4000 -0.4240 2.8707 -0.71
H -4.8176 0.8185 1.8632 0.20
H -3.1590 0.9769 1.5400 0.19
H -4.2856 -0.0934 -0.4479 0.18
H -5.0029 -1.3107 0.5371 0.20
H -3.0390 -2.3705 0.5620 0.52
H -2.4469 -0.3344 2.7084 0.49
C 1.6892 -3.8661 3.8021 -0.10
C 0.2222 -3.5364 3.6389 -0.09
O 0.1146 -2.4411 2.7129 -0.76
O 2.3309 -2.7571 4.4322 -0.73
H 2.2672 -4.0411 2.8845 0.17
H 1.9002 -4.8394 4.2622 0.18
H -0.1737 -3.2579 4.6144 0.19
H -0.3114 -4.3916 3.2287 0.18
H 0.3743 -1.6437 3.1907 0.49
H 2.9382 -2.3517 3.8135 0.48
C -2.7089 -0.4564 -3.4026 -0.11
C -3.1962 -1.8348 -3.1026 -0.11
O -2.1740 -2.5247 -2.3824 -0.80
O -2.3332 0.1887 -2.1553 -0.81
H -3.5462 0.1251 -3.7918 0.22
H -1.8693 -0.4337 -4.0982 0.21
H -3.4150 -2.3149 -4.0603 0.22
H -4.1364 -1.8451 -2.5433 0.20
H -2.2015 -3.4663 -2.5914 0.54
H -2.6545 1.0957 -2.1910 0.54
C 4.2215 2.2798 0.8841 -0.09
C 4.4828 0.8311 0.5066 -0.09
O 4.0363 0.5629 -0.8345 -0.70
O 4.5601 3.1360 -0.2006 -0.71
H 4.6776 2.6574 1.8035 0.17
H 3.1506 2.3775 1.0983 0.16
H 4.0614 0.1630 1.2590 0.16
H 5.5632 0.6621 0.4620 0.17
H 3.8559 -0.3821 -0.8354 0.45
H 4.4760 4.0426 0.1058 0.47
```

Its expectation value of S² is 6.01. The spin multiplicity is 5. The total charge is +1. Its relative energy (zero: lowest compared OMol25 entry of this formula, charge and spin) is 63.71 kJ/mol. The value obtained for the HOMO energy (alpha / beta) is -11.3 / -11.3 eV.

---

# 2
Below is C27H34N6O6S3Zn as an isolated structure in a non-equilibrium geometry, with properties calculated with the ωB97M-V functional and the def2-TZVPD basis.

```
77
Properties=species:S:1:pos:R:3:lowdin_charge:R:1
Zn 1.1192 -19.1943 0.4827 0.61
N 0.5851 -22.5222 3.2235 0.08
C 1.2352 -22.3213 4.4486 -0.27
C 1.2428 -23.3219 5.4560 -0.02
C 1.8099 -23.0984 6.6939 -0.09
C 2.4720 -21.8922 6.9332 -0.10
C 2.5531 -20.9163 5.9265 -0.12
C 1.9303 -21.1525 4.6990 -0.50
S 1.8015 -19.7807 3.6950 0.93
N 1.2334 -20.4150 2.2835 -0.36
C 0.7374 -21.6672 2.2186 -0.38
C 0.2948 -22.1031 0.8703 -0.15
C -0.1996 -23.3809 0.6097 0.02
C -0.8016 -23.5626 -0.6340 -0.03
C -0.8580 -22.4901 -1.5363 -0.05
C -0.2710 -21.2927 -1.2403 -0.12
N 0.2112 -21.0653 -0.0247 0.07
H -1.1890 -22.9898 3.4359 -0.01
H 0.7163 -24.2200 5.2091 0.11
H 1.7438 -23.8226 7.5322 0.11
H 2.9667 -21.6715 7.8739 0.09
H 3.1189 -19.9756 6.0651 0.10
H -0.0750 -24.1538 1.3571 0.12
H -1.2050 -24.5365 -0.9003 0.11
H -1.4168 -22.6187 -2.4508 0.11
H -0.1951 -20.4963 -1.9702 0.10
C 2.5621 -17.0518 -2.5889 -0.03
C 1.9927 -18.4551 -2.5557 -0.52
C 1.7244 -18.9327 -3.9666 -0.03
O 0.6862 -18.4313 -1.8953 -0.10
C 2.9992 -19.3868 -1.7681 -0.55
O 3.9492 -19.8258 -2.4346 0.04
O 2.7918 -19.6006 -0.4954 -0.12
H 1.9048 -16.3870 -3.1612 0.08
H 3.5665 -17.0243 -3.0933 0.12
H 2.6492 -16.6080 -1.5472 0.07
H 0.9071 -18.3413 -4.4032 0.09
H 1.4827 -20.0104 -4.0008 0.10
H 2.6418 -18.8716 -4.5631 0.09
H 0.2362 -17.6133 -2.1859 0.11
C 1.7239 -13.8250 2.2784 -0.10
N 2.9569 -14.5898 2.1966 -0.23
C 4.1289 -13.7373 2.0200 -0.05
C 2.9334 -15.9326 1.9628 -0.69
S 1.5574 -16.6632 1.2356 0.72
N 4.0600 -16.5732 2.3549 -0.21
C 4.6992 -16.2522 3.6523 -0.03
C 4.5817 -17.7232 1.6476 -0.06
H 1.8826 -13.0077 3.0066 0.10
H 0.8839 -14.4807 2.5240 0.05
H 1.4509 -13.3656 1.2930 0.10
H 3.8435 -12.9110 1.3512 0.10
H 4.9339 -14.2891 1.5430 0.09
H 4.4751 -13.3630 3.0037 0.10
H 4.1439 -15.4188 4.1403 0.09
H 5.7683 -15.9522 3.5331 0.10
H 4.5733 -17.1031 4.3394 0.09
H 4.1783 -17.8266 0.6446 0.06
H 4.2954 -18.6344 2.2090 0.08
H 5.7058 -17.6436 1.5806 0.11
N -1.3509 -18.1696 1.1665 0.08
C -2.1417 -18.8913 2.0666 -0.33
C -1.9907 -18.7668 3.4325 -0.03
C -2.3187 -19.8044 4.2861 -0.04
C -2.9563 -20.9061 3.7398 -0.27
C -3.4004 -20.9186 2.3916 -0.03
C -3.0012 -19.8797 1.5658 -0.03
S -2.8481 -22.4294 4.6664 0.63
O -4.1485 -23.0498 4.6670 -0.29
O -2.0618 -22.1914 5.8445 -0.27
O -2.0399 -23.3478 3.6349 -0.16
H -0.9415 -17.3290 1.5702 0.03
H -1.8319 -18.0221 0.2850 0.10
H -1.4483 -17.9433 3.8207 0.10
H -2.0470 -19.8298 5.3349 0.12
H -4.0134 -21.7339 2.0353 0.12
H -3.1469 -19.9160 0.4851 0.11
```

The total charge is 0. Its relative energy (zero: lowest compared OMol25 entry of this formula, charge and spin) is 0.00 kJ/mol. The value obtained for the HOMO energy is -6.3 eV.

---

# 3
Below is a 4-piece molecular cluster, C23H57N3O9S overall, with properties calculated with the ωB97M-V functional and the def2-TZVPD basis.

```
93
Properties=species:S:1:pos:R:3:lowdin_charge:R:1
C 7.5553 -1.0520 0.4413 -0.06
C 7.0946 -0.3464 -0.8574 -0.40
C 8.1446 -0.4809 -1.9701 -0.07
C 6.7351 1.1354 -0.6240 -0.13
C 5.3182 1.5947 -1.0035 -0.23
O 4.7343 0.8624 -2.0869 -0.34
S 3.5071 -0.1818 -1.7816 0.88
O 3.6837 -1.2139 -2.7665 -0.39
O 4.0066 -0.8635 -0.3977 -0.27
H 7.6596 -0.3618 1.2797 0.06
H 6.8188 -1.7992 0.7433 0.07
H 8.5010 -1.5758 0.3025 0.07
H 6.2254 -0.8934 -1.2034 0.09
H 7.6537 -0.3956 -2.9423 0.08
H 8.6185 -1.4617 -1.9407 0.07
H 8.9004 0.3049 -1.9176 0.07
H 7.4509 1.7492 -1.1738 0.11
H 6.8685 1.3951 0.4286 0.10
H 4.6524 1.5943 -0.1344 0.09
H 5.3645 2.6336 -1.3323 0.12
H 3.7817 -0.2690 0.3454 0.02
C 3.4753 -1.9762 6.1370 -0.12
O 2.5138 -0.9412 6.1280 -0.19
C 2.9623 0.2919 6.6761 -0.22
C 3.0934 1.3491 5.6023 -0.21
N 4.1964 1.0482 4.7008 -0.05
C 4.2613 1.8947 3.5164 -0.19
C 3.0941 1.8404 2.5405 -0.21
O 2.9593 0.6026 1.8530 -0.23
C 2.2137 -0.4024 2.5275 -0.07
H 2.9650 -2.8922 5.8450 0.09
H 4.2937 -1.7919 5.4317 0.08
H 3.9019 -2.1146 7.1352 0.09
H 3.9101 0.1578 7.2060 0.12
H 2.2129 0.6202 7.4014 0.12
H 3.2786 2.3175 6.0770 0.13
H 2.1256 1.4128 5.0847 0.11
H 4.1262 0.0818 4.4086 0.07
H 5.1698 1.6209 2.9716 0.12
H 4.3866 2.9337 3.8373 0.12
H 3.2878 2.5886 1.7663 0.12
H 2.1378 2.1098 2.9938 0.10
H 1.4310 0.0392 3.1479 0.09
H 2.8507 -1.0371 3.1478 0.08
H 1.7499 -1.0327 1.7681 0.10
C -4.9189 2.1360 1.1078 -0.12
O -4.1078 1.0551 0.7035 -0.19
C -3.7605 1.0576 -0.6799 -0.21
C -2.2882 1.3452 -0.8686 -0.21
N -1.9634 2.7218 -0.5194 -0.05
C -0.5371 3.0166 -0.4729 -0.19
C 0.3152 2.2766 0.5503 -0.22
O 0.0390 2.6193 1.8997 -0.19
C -1.0292 1.9091 2.4995 -0.10
H -5.2404 1.9353 2.1287 0.09
H -4.3815 3.0916 1.0932 0.08
H -5.8057 2.2288 0.4726 0.09
H -4.3717 1.7789 -1.2315 0.12
H -3.9705 0.0624 -1.0756 0.10
H -2.0268 1.1750 -1.9175 0.13
H -1.7334 0.6136 -0.2645 0.11
H -2.3719 2.9358 0.3812 0.07
H -0.4292 4.0871 -0.2800 0.12
H -0.1142 2.8293 -1.4656 0.12
H 1.3549 2.5662 0.3777 0.11
H 0.2701 1.1883 0.4223 0.11
H -1.1150 0.8949 2.0993 0.09
H -1.9871 2.4208 2.3746 0.07
H -0.8230 1.8483 3.5694 0.09
C -9.4509 -2.1256 -3.7084 -0.12
O -8.6519 -3.2354 -4.0596 -0.19
C -8.2139 -3.2480 -5.4123 -0.22
C -6.7212 -3.0214 -5.5070 -0.22
N -6.3709 -1.6584 -5.1363 -0.05
C -4.9407 -1.4098 -5.0004 -0.20
C -4.1774 -2.1700 -3.9222 -0.22
O -4.5293 -1.8099 -2.5985 -0.20
C -5.6538 -2.4783 -2.0584 -0.09
H -9.8454 -2.3155 -2.7118 0.09
H -8.8795 -1.1907 -3.6856 0.08
H -10.2896 -2.0034 -4.4010 0.09
H -8.7562 -2.5016 -6.0008 0.12
H -8.4453 -4.2349 -5.8219 0.12
H -6.4014 -3.2006 -6.5383 0.12
H -6.2336 -3.7745 -4.8721 0.11
H -6.8268 -1.4296 -4.2625 0.07
H -4.8131 -0.3426 -4.8025 0.12
H -4.4630 -1.6115 -5.9649 0.12
H -3.1214 -1.9087 -4.0286 0.12
H -4.2452 -3.2573 -4.0477 0.11
H -5.7479 -3.4935 -2.4527 0.09
H -6.5851 -1.9354 -2.2446 0.07
H -5.5131 -2.5324 -0.9786 0.09
```

The total charge is 0. Its relative energy (zero: lowest compared OMol25 entry of this formula, charge and spin) is 0.00 kJ/mol. The value obtained for the HOMO energy is -8.7 eV.

---

# 4
Below is C14H23MnN2OP as an isolated structure in a non-equilibrium geometry, with properties calculated with the ωB97M-V functional and the def2-TZVPD basis.

```
42
Properties=species:S:1:pos:R:3:nbo_charge:R:1
C 3.0067 -2.2524 0.6916 -0.21
C 3.0488 -0.9003 1.0344 -0.26
C 1.8607 -0.1335 1.0676 0.08
C 0.6218 -0.7333 0.8347 -0.57
C 0.6015 -2.0885 0.4876 -0.05
C 1.7724 -2.8682 0.4548 -0.23
C 1.9258 1.3293 1.3969 -0.47
C 0.8682 2.1997 0.6915 -0.17
N 1.3156 2.6492 -0.5842 -0.46
Mn -1.2178 0.3289 1.0162 1.13
C -0.7258 -2.6756 0.0791 -0.73
P -1.7134 -1.2688 -0.6235 0.84
H 3.9978 -0.4176 1.2827 0.20
H 1.7033 -3.9343 0.2210 0.20
H 3.9222 -2.8306 0.6140 0.21
H -1.2945 -3.0827 0.9362 0.23
H -0.6329 -3.4519 -0.6967 0.22
H 1.7604 1.4603 2.4787 0.21
H 2.9316 1.7251 1.1807 0.22
H -0.1332 1.6769 0.5752 0.09
C -3.3058 -2.0016 -1.0447 -0.96
C -0.8552 -1.1407 -2.2304 -0.94
H 0.7195 3.1074 1.3051 0.20
C 1.6198 1.6956 -1.6176 -0.41
C 0.7240 3.8677 -1.0652 -0.39
H -3.2974 0.6467 1.6843 0.44
H 2.1006 2.2394 -2.4469 0.19
H 2.2916 0.9043 -1.2604 0.21
H 0.7162 1.2114 -2.0347 0.16
H 1.2886 4.2072 -1.9471 0.19
H -0.3372 3.7364 -1.3569 0.17
H 0.7648 4.6280 -0.2701 0.19
H -0.9856 -2.0894 -2.7703 0.22
H -1.3052 -0.3162 -2.7972 0.24
H 0.2199 -0.9487 -2.1063 0.26
H -3.1406 -2.8874 -1.6776 0.23
H -3.8396 -2.2778 -0.1248 0.24
H -3.8710 -1.2366 -1.5951 0.24
H -1.8250 1.2137 -0.2576 -0.54
O -4.5089 0.3188 4.4269 -0.46
C -3.7850 0.2487 3.4996 0.92
N -3.0078 0.1412 2.5484 -0.89
```

Its expectation value of S² is 8.77. The spin multiplicity is 6. The total charge is 0. The value obtained for the HOMO energy (alpha / beta) is -6.0 / -7.6 eV.